No. 1
DFT (ωB97M-V/def2-TZVPD) results for the ion C5H13N2 with charge +1 at a distorted geometry.

Structure (ORCA input):
```
! wB97M-V def2-TZVPD RIJCOSX def2/J DEFGRID3
* xyz 1 1
C -1.532 -0.634 0.265
C -0.964 -0.649 -1.069
C -0.565 0.692 -1.621
C 0.407 1.417 -0.682
N 1.223 0.574 0.185
C 0.741 -0.135 1.328
N 1.546 -1.307 1.530
H -0.418 -0.345 1.186
H -1.837 -1.615 0.582
H -2.191 0.154 0.592
H -1.746 -1.045 -1.731
H -0.113 -1.335 -1.101
H -0.249 0.628 -2.669
H -1.408 1.354 -1.867
H -0.174 2.119 -0.053
H 1.040 2.138 -1.189
H 2.209 0.772 0.210
H 0.750 0.519 2.210
H 2.301 -1.180 2.189
H 0.979 -2.122 1.706
*
```

Values from the calculation:
- ΔE to the lowest compared entry with this formula, charge and spin: 4.894 eV
- E_HOMO: -13.291 eV
- LUMO level: -6.4 eV
- Gap between HOMO and LUMO: 0.2535 hartree

Need the Mulliken charges? In units of e they are: -0.413 -0.465 -0.634 -0.749 -0.247 0.114 -0.533 -0.078 0.360 0.360 0.367 0.347 0.368 0.373 0.308 0.401 0.240 0.397 0.254 0.230



No. 2
DFT (ωB97M-V/def2-TZVPD) results for a structure of composition C16H31NP2ReS at a distorted geometry.

Structure (ORCA input):
```
! wB97M-V def2-TZVPD RIJCOSX def2/J DEFGRID3
* xyz 2 4
P -0.181 -1.874 -1.143
P 0.018 1.989 -1.146
C -0.415 -0.562 -2.699
C 0.354 0.767 -2.670
H -1.515 -0.432 -2.825
H 0.036 -1.152 -3.520
H 1.474 0.628 -2.709
H -0.028 1.402 -3.485
C -1.364 2.802 -2.049
H -1.740 3.602 -1.402
H -2.162 2.081 -2.279
H -0.901 3.184 -2.952
C 1.373 3.100 -1.661
H 1.064 3.569 -2.597
H 2.332 2.584 -1.820
H 1.486 3.867 -0.882
C -1.316 -3.075 -1.954
H -1.354 -3.943 -1.298
H -0.923 -3.375 -2.936
H -2.326 -2.667 -2.073
C 1.414 -2.436 -1.879
H 2.159 -1.648 -2.048
H 1.225 -2.930 -2.838
H 1.835 -3.161 -1.191
Re -0.290 -0.548 2.673
C 0.473 2.178 0.967
C -0.782 1.583 1.310
C -1.702 0.681 0.475
C -1.851 -0.857 0.795
C -0.544 -1.718 0.766
C 0.892 -1.215 1.049
C 1.490 -0.053 0.251
C 1.754 1.309 0.948
C 0.325 -1.833 4.051
H 0.713 3.070 1.581
H -1.455 2.225 1.840
H -1.579 0.849 -0.623
H -2.736 1.054 0.629
H -2.494 -0.975 1.704
H -2.405 -1.225 -0.095
H -0.774 -2.764 1.021
H 1.558 -2.088 1.114
H 0.802 0.027 -0.682
H 2.477 -0.350 -0.175
H 2.167 1.142 1.957
H 2.463 1.779 0.258
H 1.179 -1.375 4.586
H 0.565 -2.669 3.403
H -0.515 -1.934 4.731
S -0.480 0.903 4.416
C -0.015 0.326 5.989
N 0.219 0.160 7.117
*
```

Values from the calculation:
- ΔE to the lowest compared entry with this formula, charge and spin: 2.175 eV
- E_HOMO (spin up / spin down): -13.718 / -14.095 eV
- LUMO level (spin up / spin down): -8.2 / -7.8 eV
- Gap between HOMO and LUMO (spin up / spin down): 0.2019 / 0.2308 hartree

Need the Mulliken charges? In units of e they are: 0.181 0.509 -0.730 -1.025 0.411 0.738 0.313 0.629 -1.236 0.350 0.421 0.652 -1.510 0.429 0.453 0.453 -1.203 0.474 0.448 0.441 -1.484 0.388 0.483 0.461 1.535 0.488 -1.367 0.355 -1.839 0.176 -0.846 0.375 -1.379 -1.508 0.401 0.549 -0.495 0.684 0.535 0.726 0.698 0.592 -1.333 0.616 0.484 0.450 0.377 0.471 0.495 -0.150 0.211 -0.341



No. 3
DFT (ωB97M-V/def2-TZVPD) results for a structure of composition C63H60CsN6O9PS at a distorted geometry.

Structure (ORCA input):
```
! wB97M-V def2-TZVPD RIJCOSX def2/J DEFGRID3
* xyz -2 1
Cs 0.563 0.338 -0.357
O 2.047 -1.642 -1.627
C 3.295 -1.240 -2.135
C 3.361 0.254 -2.477
N 3.126 1.122 -1.341
C 2.887 2.519 -1.688
C 1.590 3.039 -1.005
O 1.706 3.884 -0.108
O 0.506 2.534 -1.418
C 4.082 0.952 -0.271
C 3.769 -0.262 0.659
O 4.744 -0.809 1.192
O 2.545 -0.529 0.770
H 2.076 -1.400 -0.673
H 3.468 -1.801 -3.060
H 4.104 -1.491 -1.440
H 2.583 0.459 -3.220
H 4.351 0.442 -2.944
H 2.753 2.619 -2.766
H 3.724 3.159 -1.390
H 4.037 1.824 0.385
H 5.119 0.837 -0.630
C 2.162 1.973 2.890
C 2.024 0.697 3.671
C 3.139 0.010 4.127
C 3.014 -1.168 4.844
C 1.755 -1.666 5.128
C 0.617 -1.014 4.678
C -0.760 -1.532 4.993
C 0.758 0.165 3.939
N -0.378 0.745 3.371
C -0.997 1.753 3.798
C -0.646 2.497 5.066
C -2.179 2.221 3.009
C -3.152 3.160 3.684
N -2.302 1.808 1.822
C -3.342 2.197 0.980
C -3.239 3.383 0.236
C -1.971 4.187 0.258
C -4.324 3.766 -0.541
C -5.474 2.992 -0.609
C -5.519 1.776 0.053
C -4.454 1.358 0.841
C -4.464 0.031 1.546
H 3.208 2.149 2.646
H 1.789 2.831 3.459
H 1.590 1.927 1.963
H 4.124 0.394 3.891
H 3.898 -1.700 5.169
H 1.649 -2.588 5.688
H -0.725 -2.596 5.226
H -1.423 -1.370 4.142
H -1.192 -1.002 5.848
H 0.255 2.069 5.501
H -1.456 2.422 5.794
H -0.473 3.555 4.857
H -3.498 2.738 4.628
H -4.011 3.332 3.036
H -2.676 4.119 3.893
H -1.659 4.445 1.272
H -2.087 5.105 -0.318
H -1.152 3.609 -0.182
H -4.269 4.695 -1.098
H -6.324 3.332 -1.188
H -6.392 1.138 -0.029
H -5.248 -0.615 1.147
H -4.631 0.150 2.620
H -3.496 -0.456 1.417
O -6.520 -5.244 2.012
N -6.682 -4.654 0.959
O -7.763 -4.681 0.382
C -5.609 -3.916 0.355
C -5.869 -3.402 -0.887
C -4.904 -2.688 -1.622
C -5.150 -2.204 -2.925
C -4.157 -1.542 -3.589
C -2.918 -1.373 -2.948
N -2.666 -1.792 -1.730
C -3.629 -2.443 -1.065
C -3.351 -2.929 0.270
N -2.150 -2.622 0.772
C -1.825 -3.051 1.970
C -2.694 -3.822 2.751
C -3.934 -4.143 2.259
C -4.318 -3.691 0.979
H -6.843 -3.571 -1.321
H -6.120 -2.375 -3.379
H -4.313 -1.145 -4.584
H -2.104 -0.873 -3.459
H -0.826 -2.792 2.308
H -2.385 -4.161 3.730
H -4.614 -4.740 2.838
O 4.726 -8.841 2.968
C 5.279 -7.606 2.729
O 6.488 -7.534 2.704
C 4.352 -6.498 2.513
C 4.867 -5.250 2.115
C 4.057 -4.168 1.873
C 2.651 -4.270 2.019
S 1.597 -2.958 1.744
C 2.135 -5.527 2.435
C 2.957 -6.599 2.678
H 3.768 -8.769 2.918
H 5.942 -5.173 2.001
H 4.473 -3.210 1.583
H 1.063 -5.614 2.559
H 2.490 -7.519 3.026
C 0.144 -1.762 -6.992
C 0.481 -2.007 -5.670
C 0.295 -1.018 -4.713
C -0.236 0.227 -5.055
C -0.590 0.451 -6.385
C -0.400 -0.533 -7.343
P -0.335 1.445 -3.640
C 0.735 2.757 -4.354
C 0.566 4.065 -3.893
C 1.455 5.064 -4.248
C 2.530 4.775 -5.081
C 2.697 3.487 -5.560
C 1.806 2.484 -5.200
C -1.968 2.199 -4.097
C -3.079 1.834 -3.340
C -4.353 2.251 -3.699
C -4.535 3.061 -4.808
C -3.430 3.490 -5.529
C -2.158 3.069 -5.174
H 0.295 -2.526 -7.745
H 0.894 -2.965 -5.380
H 0.561 -1.214 -3.677
H -1.028 1.393 -6.684
H -0.672 -0.336 -8.374
H -0.261 4.279 -3.228
H 1.312 6.069 -3.871
H 3.247 5.549 -5.328
H 3.535 3.251 -6.204
H 1.963 1.476 -5.567
H -2.944 1.222 -2.456
H -5.202 1.955 -3.098
H -5.530 3.372 -5.103
H -3.557 4.154 -6.377
H -1.306 3.433 -5.731
*
```

Values from the calculation:
- ΔE to the lowest compared entry with this formula, charge and spin: 1.385 eV
- E_HOMO: -1.311 eV
- LUMO level: 2.2 eV
- Gap between HOMO and LUMO: 0.1286 hartree

Atomic partial charges in e from the Mulliken method, atoms 1 to 99: 2.354 -0.300 -0.732 0.253 0.777 -0.569 -0.150 -0.953 0.661 -1.492 0.235 -0.911 -0.597 -0.398 0.565 0.327 -0.539 0.213 -0.169 0.472 0.514 0.105 -1.401 1.183 -0.904 -1.049 -1.013 1.357 -1.626 -0.052 0.607 1.037 -2.315 0.769 -1.888 1.017 -0.702 1.223 -1.252 -0.650 -1.142 -0.716 1.011 -1.289 0.443 0.432 0.078 0.279 0.410 0.321 0.403 0.040 0.374 0.481 0.454 0.376 0.389 0.459 0.370 0.248 0.386 0.162 0.373 0.354 0.407 0.378 0.381 0.046 -0.657 1.072 -0.682 -0.674 -0.493 1.542 -1.281 -0.928 -0.485 -0.168 -0.419 -0.286 -0.010 -0.589 -1.100 -0.724 1.513 0.556 0.409 0.563 0.882 0.742 0.489 0.557 -0.527 0.726 -0.645 0.953 -0.694 -0.416 -0.384



No. 4
DFT (ωB97M-V/def2-TZVPD) results for a cluster of 2 separate species, C18H20ClNO5 in total at a distorted geometry.

Structure (ORCA input):
```
! wB97M-V def2-TZVPD RIJCOSX def2/J DEFGRID3
* xyz 0 1
C -1.696 -5.559 2.048
H -2.331 -6.387 1.612
O -1.627 -4.629 1.123
C -0.852 -3.396 1.544
C -0.407 -3.023 2.971
C 0.401 -1.889 3.065
C 0.743 -0.936 2.055
C -0.016 -1.194 0.770
C -0.687 -2.353 0.454
O -1.036 -2.731 -0.748
C -2.130 -1.888 -1.493
H -2.376 -2.100 -2.408
H -2.974 -1.852 -0.505
H -1.750 -0.877 -1.387
O 0.273 -0.268 -0.189
C 1.374 -0.788 -1.314
H 2.356 -0.990 -0.718
H 1.396 -0.003 -2.013
H 0.736 -1.831 -1.721
C 1.341 0.218 2.322
O 2.172 0.341 3.150
N 0.800 1.382 1.722
H -0.054 1.227 1.121
C 1.474 2.633 1.816
H 0.362 3.439 2.317
C 1.703 3.000 0.557
O 0.626 3.152 -0.075
C 0.449 2.654 -1.626
C 1.803 2.866 -2.412
C 1.672 2.399 -3.665
C 0.311 1.927 -4.272
C -0.800 1.949 -3.351
C -0.639 2.197 -2.099
Cl -1.963 2.189 -0.953
H -1.601 1.538 -3.756
H 0.277 1.530 -5.393
H 2.319 2.562 -4.242
H 2.821 3.107 -2.082
H 2.430 2.330 0.068
H 2.240 4.080 0.330
H 2.385 2.479 2.631
H 0.861 -1.754 3.824
H -0.457 -3.755 3.528
H -0.718 -5.813 2.508
H -2.438 -5.028 2.816
*
```

Values from the calculation:
- ΔE to the lowest compared entry with this formula, charge and spin: 17.634 eV
- E_HOMO: -8.324 eV
- LUMO level: 0.2 eV
- Gap between HOMO and LUMO: 0.3119 hartree

Need the Mulliken charges? In units of e they are: -0.748 0.232 -0.268 0.342 -1.237 -1.389 0.311 0.916 0.115 -0.597 -0.481 0.441 0.235 -0.095 -0.113 -0.457 0.233 0.114 0.195 0.683 -0.677 0.050 0.214 -0.705 0.188 -0.321 -0.469 -0.186 -0.246 -1.224 -0.545 -0.504 1.089 -0.151 0.559 0.272 0.892 0.392 0.254 0.255 0.257 0.907 0.666 0.291 0.312



No. 5
DFT (ωB97M-V/def2-TZVPD) results for the ion C10H19O3 with charge -1 at a distorted geometry.

Structure (ORCA input):
```
! wB97M-V def2-TZVPD RIJCOSX def2/J DEFGRID3
* xyz -1 1
C 1.160 -2.447 -1.600
C 1.713 -2.655 -0.194
C 1.092 -1.700 0.826
C -0.358 -2.046 1.154
C -1.008 -1.099 2.166
C -1.117 0.395 1.764
O 0.095 1.068 1.944
C -1.700 0.571 0.354
C -1.616 2.023 -0.140
C -0.934 2.100 -1.502
C 0.469 1.383 -1.544
O 0.797 0.910 -2.637
O 1.128 1.351 -0.483
H 1.241 -1.400 -1.888
H 1.713 -3.047 -2.322
H 0.112 -2.737 -1.656
H 1.554 -3.694 0.119
H 2.791 -2.478 -0.217
H 1.160 -0.690 0.424
H 1.674 -1.726 1.752
H -0.952 -2.060 0.240
H -0.395 -3.060 1.575
H -2.019 -1.463 2.379
H -0.437 -1.130 3.098
H -1.820 0.852 2.488
H 0.532 1.185 1.051
H -2.732 0.208 0.352
H -1.126 -0.046 -0.336
H -2.616 2.470 -0.194
H -1.032 2.609 0.574
H -0.771 3.145 -1.784
H -1.556 1.639 -2.274
*
```

Values from the calculation:
- ΔE to the lowest compared entry with this formula, charge and spin: 0.000 eV
- E_HOMO: -4.745 eV
- LUMO level: 3.7 eV
- SMILES string: CCCCC[C@@H](O)CCCC(=O)[O-]
- Gap between HOMO and LUMO: 0.3108 hartree

Need the Mulliken charges? In units of e they are: -0.983 -0.733 0.206 -0.671 -1.206 0.165 -0.647 -0.545 -0.742 -0.730 0.589 -0.762 -0.772 0.179 0.394 0.268 0.327 0.342 -0.102 0.340 0.231 0.399 0.427 0.340 0.396 0.345 0.541 0.026 0.396 0.324 0.403 0.254



No. 6
DFT (ωB97M-V/def2-TZVPD) results for the molecule C5H10O8S2 at a distorted geometry.

Structure (ORCA input):
```
! wB97M-V def2-TZVPD RIJCOSX def2/J DEFGRID3
* xyz 0 1
C 1.550 -2.339 0.607
S 2.190 -0.765 0.004
O 3.363 -0.208 0.644
O 2.275 -0.939 -1.410
C 0.864 0.420 0.455
C 1.189 1.978 0.374
O 0.675 2.780 1.302
O 0.596 2.297 -0.969
O -0.557 1.519 -1.108
C -0.311 0.264 -0.494
O -0.309 -0.738 -1.425
S -1.934 -0.072 0.410
C -3.201 0.037 -0.902
O -2.139 0.988 1.340
O -1.810 -1.407 0.987
H 2.387 -2.981 0.984
H 1.007 -2.057 1.393
H 1.070 -2.896 -0.090
H 0.573 0.137 1.472
H 2.190 2.187 0.225
H -0.102 2.471 1.868
H 0.452 -0.854 -1.993
H -2.672 0.368 -1.871
H -3.499 -0.932 -1.170
H -3.845 0.742 -0.632
*
```

Values from the calculation:
- E_HOMO: -10.183 eV
- LUMO level: 0.5 eV
- SMILES string: CS(=O)(=O)[C@H]1[C@H](O)OO[C@]1(O)S(C)(=O)=O
- Gap between HOMO and LUMO: 0.3908 hartree

Need the Mulliken charges? In units of e they are: -1.063 1.350 -0.667 -0.738 -0.871 -0.161 -0.582 -0.365 -0.228 0.881 -0.594 1.178 -1.122 -0.678 -0.664 0.393 0.392 0.363 0.692 0.444 0.413 0.458 0.310 0.394 0.464